Computed, not measured: the molecule C4H9NO2, with wB97M-V/def2-TZVPD.

The geometry in XYZ format:
```
16
Properties=species:S:1:pos:R:3:forces:R:3
N 1.18789 0.54664 1.43390 0.1 0.0 0.1
C 1.25741 -0.74182 1.00262 0.1 0.0 0.0
O 1.91808 -1.59757 1.56678 -0.2 0.2 -0.2
C 0.42344 -1.05128 -0.24020 0.0 -0.1 0.0
C -1.02672 -0.53511 -0.15697 -0.1 0.0 0.1
C -1.28249 0.79513 -0.89007 -0.3 -0.1 0.0
O -0.18509 1.70256 -0.85221 0.2 -0.1 -0.1
H 1.76397 0.80539 2.21953 -0.1 0.0 -0.1
H 0.73636 1.25993 0.87311 0.1 -0.1 0.1
H 0.94365 -0.63292 -1.11429 0.0 -0.1 0.1
H 0.45748 -2.13571 -0.35845 0.0 0.1 0.1
H -1.70773 -1.28336 -0.57867 0.1 0.1 0.1
H -1.30010 -0.43062 0.89890 0.0 0.0 -0.2
H -1.56706 0.60892 -1.93485 0.1 0.0 0.1
H -2.11248 1.32773 -0.41815 0.1 -0.1 -0.1
H 0.49340 1.36209 -1.45097 -0.1 0.2 0.1
```
Positions in Å, forces in eV/Å.

As for the structure (SMILES): NC(=O)CCCO. The lowest unoccupied orbital energy comes out at 0.7 eV. The energy above the lowest of the compared OMol25 structures with the same formula, charge and spin is 63.7 kJ/mol. The value obtained for the energy is -9879.4002 eV. Its multiplicity is 1. The value obtained for the HOMO energy is -9.589 eV. The value obtained for the gap between HOMO and LUMO is 10.2596 eV.

natural (NBO) population analysis, charges in e, atoms 1 to 4: atom 1 (N): -0.847, atom 2 (C): 0.674, atom 3 (O): -0.618, atom 4 (C): -0.504